# C6H9BeMgO5

A structure of composition C6H9BeMgO5 at a distorted geometry (the ωB97M-V functional and the def2-TZVPD basis, the Open Molecules 2025 dataset).

Summary:
lowest unoccupied orbital energy (alpha / beta)	-0.10 / -0.63	eV
⟨S²⟩	0.75
F_max	3.8	eV Å⁻¹
Kohn-Sham gap (alpha / beta)	6.95 / 6.43	eV

ORCA input file:
```
! wB97M-V def2-TZVPD RIJCOSX def2/J DEFGRID3
* xyz 0 2
O -0.849 -1.017 2.474
C -0.369 0.187 2.856
C -0.857 1.309 2.216
O -1.479 1.128 1.003
Mg -1.337 -0.850 0.598
H -0.032 0.287 3.897
H -1.150 2.200 2.779
O 0.528 1.673 -1.275
C 1.380 1.172 -0.317
C 1.623 -0.316 -0.327
O 0.426 -1.072 -0.560
C 0.069 -1.356 -1.928
C -1.418 -1.334 -1.996
O -2.023 -0.356 -1.302
Be -1.088 1.186 -0.719
H 2.374 1.662 -0.320
H 2.354 -0.611 -1.090
H 0.487 -2.325 -2.239
H 0.523 -0.564 -2.550
H -1.950 -1.820 -2.820
H 1.887 -0.572 0.826
H 0.901 1.388 0.793
*
```

# C6H9Br

A cluster of 2 separate species, C6H9Br in total (the ωB97M-V functional and the def2-TZVPD basis, the Open Molecules 2025 dataset).

Summary:
lowest unoccupied orbital energy	0.70	eV
F_max	0.4	eV Å⁻¹
Kohn-Sham gap	9.84	eV
energy above the lowest of the compared OMol25 structures with the same formula, charge and spin	45.7	kcal/mol

ORCA input file:
```
! wB97M-V def2-TZVPD RIJCOSX def2/J DEFGRID3
* xyz 0 1
C 1.063 2.504 -0.300
C 1.082 1.487 0.502
C -1.734 -0.872 -0.946
C 1.620 -0.906 0.871
C -1.934 -0.469 0.292
C 1.145 0.457 1.284
Br 0.613 0.644 3.134
H 1.919 3.153 -0.407
H -1.233 -1.801 -1.170
H 0.193 2.746 -0.891
H -2.064 -0.301 -1.798
H 2.671 -0.866 0.584
H 1.508 -1.618 1.684
H 1.046 -1.254 0.014
H -2.437 0.457 0.511
H -1.602 -1.043 1.138
*
```

# C6H9BrN2S

A cluster of 2 separate species, C6H9BrN2S in total at a distorted geometry (the ωB97M-V functional and the def2-TZVPD basis, the Open Molecules 2025 dataset).

Summary:
lowest unoccupied orbital energy	-0.50	eV
F_max	4.9	eV Å⁻¹
Kohn-Sham gap	8.31	eV
energy above the lowest of the compared OMol25 structures with the same formula, charge and spin	60.9	kcal/mol

ORCA input file:
```
! wB97M-V def2-TZVPD RIJCOSX def2/J DEFGRID3
* xyz 0 1
C -1.332 -0.708 -0.100
C -2.610 -0.135 0.108
C 0.976 0.979 -1.372
C 1.731 -0.911 0.059
C 0.611 0.974 1.177
C 0.916 0.256 -0.106
N -3.628 -0.947 0.207
N -3.246 -2.172 0.160
S -1.589 -2.373 -0.099
Br -2.718 1.751 0.071
H 0.775 0.295 -2.156
H 0.395 1.978 -1.442
H 2.015 1.291 -1.405
H 1.571 -1.697 -0.720
H 2.794 -0.536 0.189
H 1.640 -1.541 1.015
H 1.095 1.904 1.174
H -0.440 1.249 1.358
H 1.043 0.343 1.881
*
```

# C6H9CaCl3N3O12

A structure of composition C6H9CaCl3N3O12 at a distorted geometry (the ωB97M-V functional and the def2-TZVPD basis, the Open Molecules 2025 dataset).

Summary:
lowest unoccupied orbital energy	1.95	eV
F_max	4.3	eV Å⁻¹
Kohn-Sham gap	8.50	eV
energy above the lowest of the compared OMol25 structures with the same formula, charge and spin	23.7	kcal/mol

ORCA input file:
```
! wB97M-V def2-TZVPD RIJCOSX def2/J DEFGRID3
* xyz -1 1
Ca 0.058 -0.191 -0.825
Cl -3.027 0.155 -1.799
O -3.624 -0.017 -3.042
O -2.010 1.161 -1.818
O -4.004 0.395 -0.744
O -2.419 -1.065 -1.489
Cl 2.592 1.037 -2.799
O 3.022 2.271 -2.175
O 1.184 0.967 -3.045
O 3.304 0.869 -4.004
O 2.885 0.022 -1.813
Cl 0.436 -3.667 -1.686
O 0.841 -2.656 -2.679
O 1.443 -4.622 -1.417
O 0.186 -2.928 -0.457
O -0.734 -4.286 -2.067
C -3.155 -0.565 3.034
C -2.085 -0.277 2.047
N -1.324 0.015 1.203
H -4.010 -0.044 2.603
H -2.822 -0.108 3.966
H -3.375 -1.619 3.200
C -0.081 4.593 -0.065
C 0.182 3.140 0.006
N 0.342 1.991 -0.001
H 0.051 4.994 0.940
H -1.126 4.775 -0.315
H 0.633 5.158 -0.665
C 3.046 -1.782 3.041
C 2.254 -1.149 1.932
N 1.679 -0.671 1.060
H 3.632 -1.010 3.541
H 3.584 -2.587 2.541
H 2.443 -2.301 3.787
*
```

# C6H9Cl2CoGaO6P

A structure of composition C6H9Cl2CoGaO6P at a distorted geometry (the ωB97M-V functional and the def2-TZVPD basis, the Open Molecules 2025 dataset).

Summary:
lowest unoccupied orbital energy (alpha / beta)	-18.98 / -19.60	eV
⟨S²⟩	6.23
F_max	11.7	eV Å⁻¹
Kohn-Sham gap (alpha / beta)	5.68 / 5.02	eV
energy above the lowest of the compared OMol25 structures with the same formula, charge and spin	38.7	kcal/mol

ORCA input file:
```
! wB97M-V def2-TZVPD RIJCOSX def2/J DEFGRID3
* xyz 4 5
Ga 3.692 1.331 -0.582
Co 1.759 0.018 0.114
Cl 3.551 -0.204 1.322
Cl 2.411 0.117 -2.060
C 0.369 1.008 0.547
C 6.092 1.460 -0.655
C 5.247 2.547 -1.551
O -0.543 1.736 0.562
O 7.264 1.563 -0.454
O 5.622 3.286 -2.458
C -0.678 -1.621 2.928
O -0.882 -1.650 1.528
P 0.332 -1.715 0.433
O 0.948 -3.200 0.642
C 0.551 -4.391 -0.051
O -0.692 -1.923 -0.835
C -2.114 -1.820 -0.546
H -0.749 -0.599 3.308
H 0.306 -1.978 3.242
H -1.470 -2.262 3.330
H 1.216 -5.198 0.284
H -0.501 -4.631 0.148
H 0.654 -4.312 -1.139
H -2.354 -2.748 -0.005
H -2.426 -0.913 0.012
H -2.582 -1.821 -1.532
*
```

# C6H9Cl2LaO6PSm

A structure of composition C6H9Cl2LaO6PSm at a distorted geometry (the ωB97M-V functional and the def2-TZVPD basis, the Open Molecules 2025 dataset).

Summary:
lowest unoccupied orbital energy (alpha / beta)	-17.64 / -17.38	eV
⟨S²⟩	8.77
F_max	12.4	eV Å⁻¹
Kohn-Sham gap (alpha / beta)	5.48 / 5.77	eV

ORCA input file:
```
! wB97M-V def2-TZVPD RIJCOSX def2/J DEFGRID3
* xyz 4 6
Sm -0.520 0.216 -3.958
La 0.295 0.213 -0.920
Cl -1.242 -1.630 -2.201
Cl -1.065 2.491 -2.767
C 1.418 2.259 -0.384
C 0.272 -1.578 -5.281
C 0.365 1.419 -5.764
O 2.004 3.183 0.080
O 0.574 -2.514 -5.877
O 0.719 2.103 -6.622
C -1.161 1.759 2.000
O -2.016 0.642 1.713
P -1.079 -0.750 1.213
O -1.301 -1.664 2.504
C -0.637 -1.201 3.714
O 0.240 -1.918 0.487
C 1.653 -1.488 0.880
H -0.984 2.257 1.048
H -0.220 1.519 2.508
H -1.822 2.364 2.682
H 0.418 -1.149 3.504
H -0.992 -0.243 4.133
H -0.829 -2.016 4.454
H 1.802 -0.387 0.845
H 1.828 -1.874 1.904
H 2.281 -2.011 0.105
*
```

# C6H9F2N2O5

A cluster of 2 separate species, C6H9F2N2O5 in total at a distorted geometry (the ωB97M-V functional and the def2-TZVPD basis, the Open Molecules 2025 dataset).

Summary:
lowest unoccupied orbital energy	-6.07	eV
F_max	7.3	eV Å⁻¹
Kohn-Sham gap	6.52	eV
energy above the lowest of the compared OMol25 structures with the same formula, charge and spin	45.5	kcal/mol

ORCA input file:
```
! wB97M-V def2-TZVPD RIJCOSX def2/J DEFGRID3
* xyz 1 1
N -1.199 -4.438 1.055
N -1.691 -3.169 0.721
C -0.669 -2.107 0.824
O 0.338 -2.107 1.553
F -0.900 -0.934 0.034
C -2.962 -2.832 1.413
O -4.026 -3.162 0.820
F -3.075 -2.174 2.660
H -0.806 -4.871 0.196
H -0.573 -4.467 1.884
H -2.038 -5.020 1.308
C 0.522 1.482 -0.189
C 1.106 2.371 -1.266
C 2.517 2.805 -0.989
O 2.594 4.053 -1.661
C 1.326 4.555 -1.705
O 1.050 5.673 -2.028
O 0.413 3.612 -1.329
H 1.146 0.602 -0.017
H 0.407 2.027 0.753
H -0.477 1.148 -0.478
H 1.024 1.884 -2.244
H 3.252 2.105 -1.391
H 2.724 2.967 0.074
*
```

# C6H9F2N2S2

The ion C6H9F2N2S2 with charge +1 at a distorted geometry (the ωB97M-V functional and the def2-TZVPD basis, the Open Molecules 2025 dataset).

Summary:
lowest unoccupied orbital energy (alpha / beta)	-4.43 / -4.43	eV
F_max	3.4	eV Å⁻¹
Kohn-Sham gap (alpha / beta)	7.73 / 7.73	eV
energy above the lowest of the compared OMol25 structures with the same formula, charge and spin	46.4	kcal/mol

ORCA input file:
```
! wB97M-V def2-TZVPD RIJCOSX def2/J DEFGRID3
* xyz 1 1
C 0.283 2.475 0.121
C 1.677 2.113 0.019
C -0.767 1.642 -0.011
C 2.191 0.907 0.146
C 0.188 -0.553 0.667
C -0.636 0.156 -0.360
N -1.841 -0.571 -0.633
N 0.818 -1.769 0.222
F 2.497 3.167 -0.161
F 0.102 0.078 -1.560
S -2.424 2.155 0.154
S 3.418 -0.210 -0.026
H 0.128 3.532 0.274
H 0.017 -0.409 1.715
H -2.353 -0.186 -1.419
H -2.452 -0.610 0.173
H 0.713 -2.549 0.880
H 1.881 -1.591 0.074
H 0.414 -2.031 -0.690
H -2.176 3.431 0.439
H 3.487 -0.218 -1.378
*
```